(1)
12
Properties=species:S:1:pos:R:3:forces:R:3 method="wB97M-V/def2-TZVPD" energy_ev=-6761.242 homo_ev=-15.690 homo_lumo_gap_ev=7.75 smiles="CC1=CC=[N+]=C1" total_charge=+1
C 1.273 0.317 1.288 -1.1 1.5 -1.6
C 0.273 -0.011 0.197 0.1 -0.5 -1.2
C 0.136 0.312 -1.171 4.3 2.0 -0.2
C -1.077 -0.082 -1.580 -1.3 0.9 -2.0
N -1.744 -0.964 -0.769 -0.7 -0.5 1.5
C -1.116 -0.887 0.329 0.4 -1.1 2.5
H 0.665 1.122 1.790 0.6 -0.2 -0.1
H 1.422 -0.395 2.076 -0.2 -0.8 0.2
H 2.259 0.753 0.968 -1.2 -0.5 0.0
H 0.773 0.886 -1.962 -0.8 -0.9 2.3
H -1.516 0.408 -2.471 -0.2 -0.9 0.5
H -1.347 -1.458 1.306 0.1 0.9 -1.8

---

(2)
13
Properties=species:S:1:pos:R:3:forces:R:3 method="wB97M-V/def2-TZVPD" energy_ev=-8255.542 homo_ev="-8.190 / -8.190" homo_lumo_gap_ev="8.16 / 8.16"
C 0.655 -1.003 -0.641 2.7 1.2 -1.3
C -0.339 -0.257 -0.035 1.1 1.5 3.1
C 0.343 0.600 0.830 -0.4 0.0 -1.2
C 1.720 1.017 0.897 -0.4 -0.4 1.4
C -1.784 -0.486 -0.072 -0.1 -0.2 0.0
N 1.824 -0.409 -0.726 -1.9 0.8 -0.1
N 0.569 1.865 1.281 -0.3 2.0 -1.7
H 0.388 -1.865 -1.168 0.0 -1.9 -0.6
H -2.060 -1.031 0.873 -0.3 -0.3 -1.5
H -2.206 0.491 0.096 -0.8 0.4 -0.4
H -2.011 -0.889 -1.109 -0.5 0.1 1.7
H 2.669 -0.816 -1.040 0.6 -1.1 -0.4
H 0.231 2.783 0.814 0.4 -2.0 1.1

---

(3)
13
Properties=species:S:1:pos:R:3:forces:R:3 method="wB97M-V/def2-TZVPD" energy_ev=-8260.006 homo_ev=-8.524 homo_lumo_gap_ev=9.40 smiles=c1cn2c(n1)CC2
C -0.491 0.990 -1.810 -0.8 -0.6 0.5
C -0.893 1.322 -0.546 -0.2 0.0 0.3
N -0.127 0.544 0.266 0.4 0.3 0.1
C 0.679 -0.188 -0.542 0.0 0.1 0.0
N 0.519 0.022 -1.817 -0.5 -0.3 0.4
C 1.084 -1.135 0.567 0.2 -0.2 0.1
C -0.031 -0.395 1.388 0.1 0.0 0.4
H -1.379 0.907 -2.402 0.5 0.8 -2.0
H -1.665 2.027 -0.284 0.0 -0.2 0.3
H 2.088 -0.993 0.966 0.0 -0.1 0.0
H 0.902 -2.192 0.364 0.0 0.2 0.1
H 0.251 0.089 2.321 0.1 -0.2 0.1
H -0.938 -0.998 1.528 0.2 0.2 -0.1

---

(4)
13
Properties=species:S:1:pos:R:3:forces:R:3 method="wB97M-V/def2-TZVPD" energy_ev=-8259.043 homo_ev=-8.829 homo_lumo_gap_ev=9.12 smiles="C=CC#N.C=C=N"
C -1.766 -1.197 -0.550 0.2 -1.3 0.3
C -1.527 -0.755 0.724 -0.1 -1.4 -1.9
C -1.750 0.647 1.039 1.0 -0.2 -0.2
N -1.841 1.791 1.169 -0.2 -0.6 0.1
H -1.845 -2.285 -0.859 0.7 1.1 1.2
H -1.863 -0.672 -1.498 -0.5 1.0 0.7
H -1.084 -1.530 1.420 -1.1 1.4 -0.3
C 1.501 1.458 -0.715 1.6 -3.0 -0.1
C 2.053 0.398 -0.150 -0.6 1.2 0.3
N 2.324 -0.590 0.478 -1.5 -0.7 -0.2
H 1.459 1.419 -1.754 -0.2 0.4 -1.6
H 1.149 2.209 -0.127 -0.9 2.0 1.3
H 3.188 -0.893 0.822 1.6 0.0 0.3

---

(5)
13
Properties=species:S:1:pos:R:3:forces:R:3 method="wB97M-V/def2-TZVPD" energy_ev=-8261.575 homo_ev=-9.513 homo_lumo_gap_ev=10.15 smiles=Cc1cncnc1
C -2.358 0.043 0.087 -0.8 -0.8 -1.0
C -0.857 0.021 -0.120 0.4 -0.1 -0.3
C -0.076 1.236 -0.066 -0.9 -1.8 0.0
N 1.246 1.221 0.004 0.6 -2.4 -0.1
C 1.763 -0.054 0.076 2.0 1.0 -0.2
N 1.133 -1.220 0.077 1.4 0.0 -0.8
C -0.151 -1.227 -0.161 -0.8 4.4 1.5
H -2.810 1.045 -0.110 0.3 -1.0 0.1
H -2.966 -0.813 -0.387 1.1 1.5 -0.2
H -2.538 -0.261 1.099 0.0 0.5 1.0
H -0.539 2.222 -0.063 -0.2 -0.2 0.0
H 2.911 -0.181 0.078 -2.0 0.7 0.3
H -0.637 -2.135 -0.089 -1.1 -1.8 -0.3

---

(6)
13
Properties=species:S:1:pos:R:3:forces:R:3 method="wB97M-V/def2-TZVPD" energy_ev=-8259.907 homo_ev=-8.270 homo_lumo_gap_ev=8.98
C -0.435 -2.022 0.350 1.4 0.5 0.3
C 0.465 -1.303 1.231 -1.1 -0.7 -1.3
C -0.861 -1.062 -0.549 0.9 0.3 0.9
C 0.501 -0.008 0.867 -0.2 -0.1 0.3
C 0.425 3.414 -1.398 2.1 -1.4 -3.4
N -0.138 3.778 -0.488 -3.7 2.6 5.8
N -0.287 0.151 -0.236 -0.8 2.5 -0.5
H -0.460 -3.117 0.391 -0.6 0.7 -0.5
H 1.148 -1.645 1.943 0.4 -0.9 1.2
H -1.407 -0.978 -1.429 -1.2 -0.9 -1.2
H 0.979 0.670 1.529 0.3 1.3 -0.5
H -0.582 1.094 -0.700 1.0 -2.7 1.3
H -0.682 4.180 0.352 1.6 -1.2 -2.4

---

(7)
13
Properties=species:S:1:pos:R:3:forces:R:3 method="wB97M-V/def2-TZVPD" energy_ev=-8259.051 homo_ev=-8.723 homo_lumo_gap_ev=9.25 smiles="N#CC1=CC[C@H]1N"
N 2.598 0.415 2.116 1.4 0.1 1.5
C 1.796 0.290 1.322 0.8 0.7 1.0
C 0.897 0.171 0.316 -1.9 0.2 -1.7
C 1.001 -0.569 -0.786 0.3 -1.3 -1.8
C -0.371 -0.456 -1.320 0.3 1.6 -0.8
C -0.515 0.683 0.137 -0.3 -0.6 -3.5
N -1.405 0.224 1.083 -3.1 3.1 0.0
H 1.876 -0.974 -1.394 -1.0 0.4 1.4
H -0.247 -0.193 -2.420 -0.9 0.1 1.1
H -1.248 -1.098 -1.172 0.8 -0.4 0.2
H -0.758 1.654 -0.441 0.7 -1.4 1.7
H -1.178 -0.626 1.473 0.3 -2.1 1.0
H -2.447 0.479 1.087 2.6 -0.6 -0.2

---

(8)
14
Properties=species:S:1:pos:R:3:forces:R:3 method="wB97M-V/def2-TZVPD" energy_ev=-10305.282 homo_ev=-9.090 homo_lumo_gap_ev=9.89 smiles=c1noc2c1CNC2
C -1.861 0.842 0.026 1.0 -0.7 0.1
N -2.582 -0.231 -0.006 -0.6 -0.9 -0.7
O -1.660 -1.321 -0.140 -2.0 0.1 1.2
C -0.503 -0.796 0.024 2.8 -0.1 -1.3
C -0.470 0.563 -0.019 -9.7 -4.3 0.1
C 0.723 1.027 0.041 12.5 6.5 1.9
N 1.698 -0.129 -0.120 -1.5 0.5 -4.9
C 0.910 -1.356 0.167 -0.7 2.5 2.9
H -2.364 1.744 0.167 -0.7 1.4 0.0
H 1.130 1.793 -0.805 -1.3 -1.2 2.2
H 1.135 1.421 1.078 -1.4 0.2 -1.6
H 1.515 -0.048 -1.211 1.7 -1.1 2.1
H 1.094 -1.418 1.309 -0.3 -1.3 -1.7
H 1.236 -2.090 -0.511 0.2 -1.5 -0.1

---

(9)
14
Properties=species:S:1:pos:R:3:forces:R:3 method="wB97M-V/def2-TZVPD" energy_ev=-10306.001 homo_ev=-8.372 homo_lumo_gap_ev=8.86
C 1.288 1.709 -1.560 0.0 0.1 -0.2
C -0.243 -0.415 1.161 -1.0 0.1 -1.4
C -2.135 -0.564 -0.201 -4.4 0.7 -1.2
C 0.796 0.261 0.270 -1.1 -0.6 0.3
C 0.356 1.081 -0.704 2.6 -0.6 1.0
N 2.096 2.212 -2.205 0.2 0.0 -0.1
N -1.225 -1.214 0.377 1.2 -0.8 -0.2
O 2.047 -0.198 0.511 -0.1 0.9 -0.6
H 0.190 -1.138 1.771 1.2 -0.8 1.5
H -1.001 0.178 1.676 1.3 0.8 0.4
H -3.108 -1.147 -0.601 2.6 0.3 0.5
H -0.667 1.198 -0.749 -2.0 0.6 -0.4
H -1.051 -2.210 0.365 -0.3 -0.4 0.1
H 2.660 0.246 -0.111 -0.2 -0.3 0.3

---

(10)
14
Properties=species:S:1:pos:R:3:forces:R:3 method="wB97M-V/def2-TZVPD" energy_ev=-10307.869 homo_ev=-9.898 homo_lumo_gap_ev=10.41
H -1.199 -2.409 1.633 0.2 0.1 -0.3
N -1.599 -1.557 1.257 -0.2 0.2 0.5
C -0.822 -0.849 0.557 1.1 -1.0 -0.9
C 0.517 -1.286 0.078 -0.6 -0.7 1.2
C 1.515 -1.921 -0.132 -0.4 0.6 0.2
N -1.274 0.296 -0.040 -0.1 0.4 -0.5
C -0.502 1.190 -0.805 -1.1 1.0 0.5
C 0.809 1.625 -0.203 0.6 -0.2 -0.3
O -1.037 1.769 -1.724 0.4 -0.3 0.1
H 2.453 -2.385 -0.229 0.4 -0.3 -0.3
H -2.272 0.300 -0.216 0.1 0.2 0.0
H 1.514 0.799 -0.118 -0.1 0.1 0.1
H 1.259 2.377 -0.850 -0.2 0.0 0.0
H 0.638 2.049 0.792 -0.1 -0.1 -0.2

---

(11)
14
Properties=species:S:1:pos:R:3:forces:R:3 method="wB97M-V/def2-TZVPD" energy_ev=-10304.534 homo_ev=-8.875 homo_lumo_gap_ev=9.45 smiles="C=Cn1nccc1O"
C -1.120 -2.211 0.010 3.1 -3.8 1.4
C -1.251 -1.024 -0.467 0.1 4.5 -1.6
N -0.161 -0.037 -0.498 -2.1 -2.7 3.0
N -0.347 1.025 -1.164 -0.2 2.8 -5.0
C 0.521 1.924 -0.798 -1.2 -6.6 7.0
C 1.110 1.553 0.476 -0.3 -2.3 3.4
C 0.575 0.220 0.600 2.9 0.2 0.7
O 0.826 -0.902 1.396 -5.2 1.8 2.0
H -1.820 -2.933 -0.219 -2.2 -1.0 0.0
H -0.183 -2.820 0.442 -1.8 2.3 -1.2
H -2.172 -0.459 -0.878 1.4 -1.7 0.5
H 0.797 2.716 -1.182 1.5 7.8 -4.5
H 1.588 2.054 1.560 -1.1 -1.2 -4.2
H -0.281 -1.033 1.815 5.0 0.0 -1.5

---

(12)
14
Properties=species:S:1:pos:R:3:forces:R:3 method="wB97M-V/def2-TZVPD" energy_ev=-10307.040 homo_ev=-8.940 homo_lumo_gap_ev=9.54
C 3.282 -0.127 -0.114 -1.3 0.7 0.9
N 2.048 0.278 0.035 2.6 -1.5 0.3
N 1.199 -0.841 0.044 0.7 -0.8 -0.3
C 0.007 -0.499 0.180 -3.5 2.9 -1.0
C -0.572 0.944 0.177 -2.1 -2.6 -1.2
C -1.898 0.841 -0.145 3.1 0.5 1.8
C -2.328 -0.551 -0.027 1.6 -0.7 1.1
O -1.071 -1.337 0.015 0.1 0.3 0.2
H 3.547 -1.199 -0.281 -0.3 0.9 0.2
H 4.067 0.616 0.119 -0.5 -0.4 -0.8
H 0.037 1.789 0.212 0.7 1.1 0.1
H -2.595 1.624 -0.300 -0.4 0.7 -0.1
H -2.798 -0.743 0.955 -0.3 0.0 -0.7
H -2.926 -0.795 -0.873 -0.4 -1.0 -0.5